Entry 1:
{"formula": "C4H5AgLiO5", "method": "wB97M-V/def2-TZVPD", "elements": ["O", "C", "O", "O", "C", "C", "Li", "H", "H", "H", "H", "Ag", "O", "C", "O", "H"], "coordinates": [[-1.520364, 0.739311, 2.857260], [-0.653323, -0.042939, 2.402286], [-0.149908, -0.975463, 3.023038], [-0.465849, 0.106734, 1.030803], [-0.031372, -0.705092, -1.164355], [-0.080770, -0.976001, 0.289012], [-1.091072, -0.538791, 4.711005], [0.271299, -1.576809, -1.752624], [-1.038314, -0.428661, -1.504849], [1.139057, -1.002173, -0.038459], [-0.633450, -1.888968, 0.541981], [-2.459964, 2.374206, 1.751256], [0.823365, 0.706980, -1.802160], [1.484698, 0.750308, -2.828191], [1.964453, 1.801736, -3.339719], [2.441515, 1.655622, -4.176286]], "forces_ev_per_angstrom": [[-0.2, 1.0, 0.8], [-0.5, -1.4, -1.1], [0.2, 0.3, 0.1], [-0.4, 0.9, 0.5], [-4.8, -0.4, -2.0], [5.2, 0.8, -2.2], [0.2, 0.0, -0.4], [0.5, 0.4, 0.2], [0.6, 1.0, -0.8], [-1.2, -0.8, 3.6], [1.0, -0.3, -0.4], [0.0, 0.0, 0.0], [-0.6, -1.1, 1.5], [-0.1, -0.6, 0.0], [-0.1, 0.1, 0.1], [0.1, 0.0, -0.1]], "e_tot_ha": -685.3954, "s_squared": 0.753, "multiplicity": 2, "charge": 2, "relative_energy_kcal_mol": 51.8, "homo_lumo_gap_ev": [9.667, 8.405], "e_lumo_ev": [-7.75, -9.03]}

=====

Entry 2:
{"formula": "C18H35Cl22N2Si", "method": "wB97M-V/def2-TZVPD", "elements": ["C", "Si", "C", "C", "N", "C", "C", "C", "C", "N", "H", "H", "H", "H", "H", "H", "H", "H", "H", "H", "H", "H", "H", "C", "Cl", "Cl", "H", "H", "C", "Cl", "Cl", "H", "H", "C", "Cl", "Cl", "H", "H", "C", "Cl", "Cl", "H", "H", "C", "Cl", "Cl", "H", "H", "C", "Cl", "Cl", "H", "H", "C", "Cl", "Cl", "H", "H", "C", "Cl", "Cl", "H", "H", "C", "Cl", "Cl", "H", "H", "C", "Cl", "Cl", "H", "H", "C", "Cl", "Cl", "H", "H"], "coordinates": [[3.389989, -4.923066, -1.087834], [2.771803, -4.160265, -2.764000], [3.825469, -2.586125, -3.030246], [3.018472, -5.523453, -4.075813], [0.996076, -3.767621, -2.446162], [0.142303, -4.067155, -3.539244], [-1.391489, -3.797748, -3.308251], [-1.676462, -3.245707, -1.890561], [-0.539206, -2.968187, -0.885231], [0.787280, -3.262950, -1.244797], [2.596546, -5.654989, -0.675071], [3.616474, -4.095702, -0.335362], [4.317496, -5.566930, -1.287568], [3.461312, -1.982753, -3.926065], [4.909011, -2.945513, -3.185141], [3.846161, -1.950948, -2.050960], [4.059273, -6.020358, -4.042973], [2.176241, -6.299069, -4.068952], [2.970344, -5.010408, -5.113473], [0.500607, -4.482276, -4.546883], [-2.181429, -4.023233, -4.097069], [-2.746363, -3.002504, -1.569949], [-0.815059, -2.528376, 0.136076], [3.602579, 1.141574, -2.171565], [2.952694, 2.497504, -3.098685], [2.469569, -0.218110, -2.147969], [4.537032, 0.815742, -2.627695], [3.784898, 1.466199, -1.147866], [3.664852, -1.060517, 1.646326], [4.274019, 0.365699, 0.797408], [4.553090, -1.340189, 3.147636], [2.612728, -0.908877, 1.879691], [3.777672, -1.930675, 1.000929], [0.126626, 4.236216, -5.567951], [1.229160, 5.013714, -4.425160], [-0.472564, 2.698360, -4.932234], [-0.718175, 4.897084, -5.748890], [0.656483, 4.051247, -6.500983], [-0.164143, -0.511288, 4.010610], [0.275172, -1.867285, 5.054688], [-0.031533, -0.951304, 2.300271], [-1.191630, -0.219796, 4.221854], [0.504646, 0.323065, 4.213692], [-1.352997, 3.184241, 5.602417], [-0.912074, 1.829052, 6.649194], [-1.220429, 2.742036, 3.895669], [-2.381635, 3.474138, 5.812869], [-0.685045, 4.019903, 5.805052], [-4.722213, 1.737190, 2.297207], [-3.041320, 1.208425, 2.142430], [-4.975370, 2.620582, 3.807740], [-4.967636, 2.390968, 1.459135], [-5.371221, 0.862418, 2.285211], [-3.608023, 4.333868, -7.665007], [-1.929573, 3.803391, -7.826338], [-3.854744, 5.221499, -6.156241], [-3.855516, 4.983907, -8.502641], [-4.257177, 3.459888, -7.671811], [-7.138895, 4.542159, 5.868040], [-7.778400, 5.779650, 6.954869], [-5.596947, 3.907808, 6.456843], [-7.854990, 3.724544, 5.802305], [-6.987372, 4.980393, 4.882622], [-0.551079, -5.306183, 6.912474], [0.586733, -6.026516, 8.056810], [-2.008927, -4.735659, 7.733684], [-0.069525, -4.462919, 6.418304], [-0.831680, -6.055206, 6.173701], [8.221732, 1.291780, 0.559079], [7.238012, 2.136479, -0.642994], [8.020806, -0.460170, 0.433982], [9.269154, 1.540027, 0.395815], [7.916943, 1.612692, 1.553904], [-5.988136, 5.067730, -0.199845], [-4.892821, 5.839539, 0.951702], [-6.592187, 3.528010, 0.427404], [-6.832591, 5.729858, -0.384072], [-5.452564, 4.884780, -1.129968]], "forces_ev_per_angstrom": [[-0.5, -0.5, 0.0], [3.4, -0.8, 1.7], [0.5, -0.2, 0.3], [-0.6, 0.3, -1.7], [-1.0, -1.1, -3.7], [-4.3, 1.5, 2.7], [3.5, 0.8, 3.6], [2.1, -0.6, -1.6], [-0.5, -1.3, -3.4], [-4.2, 0.8, 0.8], [1.2, 1.2, -0.4], [-0.3, -1.3, -0.9], [-1.2, 1.1, 0.3], [0.8, -0.6, 1.3], [-1.6, 0.3, -0.1], [0.0, -1.5, -2.1], [-1.8, 0.8, 0.3], [1.4, 0.8, 0.1], [0.1, -0.9, 1.4], [-0.1, 0.7, 2.0], [1.3, 0.4, 1.3], [1.7, -0.4, -0.6], [0.9, -0.8, -1.6], [0.3, 0.5, -0.1], [0.1, -0.1, 0.1], [-0.9, 1.0, 0.4], [-0.2, -0.1, 0.0], [-0.3, -0.1, -0.5], [-0.2, -0.2, 0.1], [0.1, -0.2, 0.4], [-0.1, -0.1, 0.0], [0.2, 0.1, 0.0], [0.1, 0.2, 0.1], [0.0, 0.2, -0.1], [0.0, 0.1, -0.1], [0.0, -0.1, 0.0], [0.2, -0.1, 0.2], [0.0, 0.0, 0.2], [-0.1, 0.1, 0.5], [0.0, 0.1, 0.0], [0.0, 0.1, -0.3], [0.1, -0.1, -0.1], [0.0, -0.2, -0.1], [0.0, 0.3, 0.1], [0.0, 0.0, 0.1], [0.3, 0.5, 0.4], [0.1, -0.2, -0.1], [0.0, -0.2, 0.0], [-0.1, 0.0, -0.2], [-0.4, -0.6, -0.6], [0.0, -0.2, -0.3], [0.4, -0.3, 0.5], [0.2, 0.1, 0.1], [-0.2, 0.0, -0.2], [-0.2, -0.1, -0.4], [-0.1, 0.0, 0.0], [0.1, 0.0, 0.2], [0.2, 0.1, 0.1], [-0.2, 0.0, -0.2], [0.0, 0.0, -0.1], [0.0, 0.1, 0.3], [0.2, 0.1, 0.1], [0.1, 0.0, 0.2], [0.1, 0.0, -0.2], [0.1, 0.0, -0.1], [0.0, 0.0, -0.1], [-0.1, -0.1, 0.2], [0.0, 0.1, 0.2], [0.1, 0.1, 0.2], [0.0, 0.1, 0.0], [0.1, 0.0, 0.1], [-0.2, -0.1, -0.1], [-0.1, -0.1, -0.2], [0.0, 0.3, -0.2], [0.0, 0.0, -0.1], [-0.5, 0.2, -0.4], [0.1, -0.1, 0.2], [0.0, -0.1, 0.2]], "e_tot_ha": -11229.6924, "charge": 1, "relative_energy_kcal_mol": 89.0, "homo_lumo_gap_ev": 7.219, "e_lumo_ev": -4.78}

=====

Entry 3:
{"formula": "C6H10O", "method": "wB97M-V/def2-TZVPD", "elements": ["C", "C", "C", "C", "C", "C", "O", "H", "H", "H", "H", "H", "H", "H", "H", "H", "H"], "coordinates": [[-0.602853, -0.480364, -1.520258], [-0.598778, -0.814014, -0.227506], [-0.267145, -2.185556, 0.290567], [-0.811393, 0.348373, 0.731127], [0.647075, 0.827321, 0.684561], [1.087839, 2.091194, -0.020144], [1.456735, 0.110029, 1.236997], [-1.129204, 0.418534, -1.838685], [-0.088735, -1.064924, -2.274110], [-1.240943, -2.613127, 0.555938], [0.366565, -2.211763, 1.182220], [0.167701, -2.835488, -0.477556], [-1.002467, 0.120485, 1.784828], [-1.603636, 1.004731, 0.346157], [0.550582, 2.337397, -0.940640], [2.163429, 2.059240, -0.220381], [0.905229, 2.887930, 0.706886]], "forces_ev_per_angstrom": [[-0.2, -0.2, -0.1], [-0.1, 0.0, -0.3], [-0.1, 0.0, 0.0], [0.0, -0.1, 0.1], [0.3, -0.1, 0.3], [0.0, 0.0, 0.1], [0.0, 0.5, 0.0], [0.6, 0.1, 0.0], [-0.5, -0.3, -0.1], [0.1, -0.2, 0.1], [-0.1, 0.3, -0.2], [-0.1, 0.3, 0.1], [-0.2, -0.4, -0.3], [0.5, 0.1, 0.1], [-0.1, -0.2, 0.2], [-0.2, -0.1, 0.1], [0.0, 0.1, -0.1]], "e_tot_ha": -309.8163, "smiles": "C=C(C)CC(C)=O", "charge": 0, "relative_energy_kcal_mol": 16.4, "homo_lumo_gap_ev": 10.010, "e_lumo_ev": 0.97}